No. 1
Entry from OMol25: a 6-piece molecular cluster, C40H60F19IN4O15P3S3 overall in a non-equilibrium geometry (the ωB97M-V functional and the def2-TZVPD basis).

- orbital gap (eV) = 6.41
- relative energy (zero: lowest compared OMol25 entry of this formula, charge and spin) (kJ/mol) = 0.0
- HOMO (eV) = -5.30
- E (hartree) = -7321.81644

ORCA input file:
```
! RIJCOSX wB97M-V def2-TZVPD def2/J DEFGRID3
* xyz -1 1
C 3.3322 -0.2944 5.2901
H -6.0495 -1.1559 -0.9781
O -9.3560 1.2192 -3.6215
O 14.6730 4.2478 4.1523
P -6.4953 -3.8914 -1.2393
C -5.7474 -5.2625 -8.6548
H -1.1738 -0.5453 -3.9930
H -9.1128 0.0696 -0.7165
H 5.1213 4.1156 6.6374
N -6.2458 -6.3324 -7.8639
H 0.4606 2.9486 2.4686
C -7.1856 -1.6598 -4.1531
H -8.8488 1.6508 -1.0341
C -0.9551 -1.6152 -4.0696
H 16.5217 3.3721 2.3231
H -10.1090 -0.4647 -2.7846
O -5.9808 -0.1946 -1.1120
H -0.5062 -4.1599 -3.6622
F -9.7192 1.2831 -5.8314
H 3.1793 -1.8843 2.8634
H -0.8871 0.3969 1.5191
F 8.0438 7.6919 6.4074
S -6.5450 -3.1402 0.5796
C 5.6559 4.3094 5.7076
F 1.6955 2.8856 4.0703
H 3.3376 -3.4847 5.4670
C 15.5093 3.7113 5.0308
F 13.7033 2.2873 5.6544
O -0.4830 1.6603 -0.8474
H -8.3736 -8.4964 -6.7337
H -1.5790 -2.1373 -2.0936
N -9.8014 -3.5350 -3.5696
P -8.3251 -3.4799 -2.5300
C 11.8404 5.0635 7.3321
C 12.0817 5.3752 8.7942
F -7.7027 1.5980 -5.0780
H -3.3001 -0.9810 -5.9370
H -0.8094 2.9026 1.2821
C -0.6501 -2.1924 -2.6732
I -8.0044 -5.9788 -3.3472
O 10.7279 7.4526 6.7858
H 16.1144 4.6020 1.1191
H -9.0198 -3.1074 -5.8589
C -7.5465 -1.4549 -5.6405
H -8.2532 -6.6349 -8.6316
C 0.0271 2.3465 1.7060
H 12.0664 4.0305 7.1263
H -0.5765 -4.2059 -1.9141
H 0.9380 -3.7216 -2.7401
H 16.0959 5.5917 3.4325
O 10.4445 5.2308 6.9976
F 5.4967 0.5168 5.8821
C -9.4925 -3.8727 -0.9985
H -7.7552 -4.7615 -6.6762
C 4.8745 5.2462 4.8125
O 2.6493 5.2377 6.3312
H -2.4221 -3.1844 -4.0659
C 10.0484 6.4699 6.7523
H -9.7822 -4.3150 -4.2071
F 3.9340 1.9741 5.5942
H -8.2660 -0.6490 -5.7951
C 3.0755 -2.5929 4.9013
C -7.4845 -6.9204 -7.9305
C -7.1700 -3.8375 -6.6329
H 0.4363 0.4698 2.6757
C 1.3819 4.0630 4.6420
C -4.7211 -2.1913 -4.8494
H -9.7373 -0.6752 -4.4669
H 11.4290 4.7701 9.4245
O -7.2554 -3.0472 -3.7988
C -8.1465 -2.6853 -6.3484
F 2.3128 2.9344 -1.7768
H -0.0327 -1.6816 -4.6620
H 5.4315 5.4448 3.8987
C -3.3401 -1.4469 -4.9451
H 4.6896 6.2059 5.2951
F 0.4495 3.8296 5.5581
F 14.1716 3.9365 6.9719
C -2.1334 -2.3816 -4.7492
H -4.5553 -6.8003 -6.5458
H -8.5006 -2.3244 -7.3263
P -7.2139 0.4482 -1.9963
H 6.6220 4.7349 5.9487
H -5.3012 -3.4482 -1.8621
H -10.5000 -3.6760 -1.3431
O -8.5113 -1.8591 -2.0852
F -8.5004 -5.7993 0.1953
C -0.4197 1.0205 2.2814
H -1.1382 1.1794 3.0851
C 1.8519 1.7172 -1.4471
C 2.6272 4.7210 5.2538
S -6.3500 -3.6598 -8.2525
N -8.3895 0.7852 -0.7734
H 12.4605 5.6758 6.6813
C -0.1514 -3.6569 -2.7596
H 13.1178 5.1725 9.0608
F -9.2246 3.0648 -4.7385
H -9.9546 -2.6582 -4.0530
O 16.7014 3.7702 5.0040
H 5.8056 3.3514 5.2151
C -5.5704 -6.9821 -6.8648
O -10.4839 -5.9947 -0.6693
F 15.4743 2.2153 6.8708
H 2.9527 -3.6308 3.0221
C 4.1855 0.7431 6.0349
O 2.3668 -0.0200 4.6437
H 14.5059 5.6445 2.6902
F 7.8359 5.6913 7.1837
H -3.3372 -0.6317 -4.2172
H -6.3405 -5.2843 -1.1234
C 15.2773 4.9745 3.0640
C -5.6599 -1.3648 -3.9546
H 4.5338 -2.8945 3.3468
H 11.8667 6.4211 9.0128
H -6.6789 -1.1415 -6.2289
H 2.0046 -2.4329 5.0207
H 14.9058 3.4100 1.6333
F 8.4046 6.0126 5.1125
F 3.9268 0.7163 7.3490
C 14.7094 3.0202 6.1440
H -1.7547 -2.7885 -5.6884
H -5.0733 -2.3328 -5.8697
O 1.0597 2.1598 0.7132
H -5.4800 -0.2860 -4.0174
S -4.6732 -5.4945 -9.8460
C -7.5167 -7.8786 -6.9483
H 0.0982 -1.6117 -2.1255
C 8.5629 6.4702 6.3643
H -4.5234 -3.1428 -4.3517
H -5.4574 -1.7087 -2.9403
N -6.3023 -7.9000 -6.3031
C -8.0287 -0.9077 -3.0601
C 15.7335 4.0359 1.9683
C -8.9995 1.7428 -4.8020
O 3.6322 4.6476 4.3946
C -9.3681 -0.2201 -3.5434
F 1.5238 1.0879 -2.5704
H -9.3035 -3.1586 -0.1921
O 3.8112 -1.5121 5.5084
C 3.4556 -2.7626 3.4463
F 2.8717 1.0486 -0.8903
F 0.8424 4.8657 3.7123
C -9.5378 -5.2902 -0.5065
H -6.4444 -4.0096 -5.8393
C 0.6473 1.8265 -0.5011
*
```

---

No. 2
Entry from OMol25: a 40-piece molecular cluster, H80O40 overall in a non-equilibrium geometry (the ωB97M-V functional and the def2-TZVPD basis).

- orbital gap (eV) = 9.53
- relative energy (zero: lowest compared OMol25 entry of this formula, charge and spin) (kJ/mol) = 1163.3
- HOMO (eV) = -10.37
- E (hartree) = -3057.31428

ORCA input file:
```
! RIJCOSX wB97M-V def2-TZVPD def2/J DEFGRID3
* xyz 0 1
H -1.1381 -0.8618 -0.6970
H -1.3512 0.7756 -3.8717
O -3.7332 2.3111 4.1656
H 2.3748 -1.5628 2.7976
H 2.6240 0.4539 4.2984
H -3.1858 -3.9246 -0.7935
O -4.0565 -4.3185 -0.8618
O 1.1233 5.9704 0.7121
O -0.5839 -5.6901 1.0221
O -0.1469 0.5283 6.0991
H 3.0782 -5.6442 0.0892
H 0.5562 -0.0291 6.3701
O 0.4083 -1.5214 0.3439
H -3.8702 3.1153 -1.5158
H 0.6120 1.9389 -4.2787
O 0.8469 2.6574 1.7175
H 1.8986 0.7148 -1.1584
H 1.3132 -3.4169 2.9973
O 1.3811 2.9935 -1.6351
H -1.5026 3.5260 4.2870
H 0.3009 1.4111 6.0523
H 0.0207 2.8707 2.2390
O -1.3120 3.1042 3.5024
O -1.5873 3.4147 0.6831
O -0.4362 -1.5413 3.9721
H 0.6807 5.1646 0.8877
H -4.0375 4.0671 1.2226
H 0.7342 2.4074 -1.9386
H 0.3671 -2.9549 -1.9047
O -0.7449 -5.5547 -1.8185
H 1.2502 -1.8979 -1.2313
H 1.0825 0.2689 -4.7224
H 0.8348 0.7362 -5.9986
H -4.4101 -1.2485 0.6647
O 1.4604 4.0398 5.1233
H -3.9661 -5.3060 -0.8789
H 0.6174 4.2656 4.5339
H 1.9483 -4.4699 -4.9301
O -5.0942 -3.0966 -3.0360
O -0.3771 4.7692 -3.9390
O -1.5016 -3.1649 -0.8659
O 3.3517 -2.0632 -0.6909
H 1.1080 -4.7239 2.3892
H 0.8011 6.5825 1.3688
O -1.4298 -0.7227 -1.5694
O 2.0300 -2.6891 4.6390
H 5.5755 0.9628 0.9228
O 1.2089 -0.0555 -5.5916
H -1.1792 -3.6981 -0.1633
H -2.4072 1.1567 -0.2509
H -0.6297 -6.6224 1.3682
H 3.2359 4.8204 0.3550
H 2.6130 -5.0176 -1.1776
H 2.8931 -2.2937 1.5961
H 2.9936 3.4530 0.5098
H 1.2749 -1.7598 0.7313
H -1.1754 -5.3026 -0.9339
O 3.8168 0.2774 -4.0834
H -2.1426 2.6624 -0.5412
H -0.1014 3.0532 -4.9605
H -4.6729 -2.7561 -2.3070
H 0.0070 4.2493 -3.1771
H -2.2973 4.0620 0.5345
H 3.0526 0.8794 -2.0976
H 3.9154 -2.2534 -1.4251
O 2.2147 -3.7716 -5.4144
O 2.8118 0.4103 -1.3077
H 2.1599 -1.5946 4.6578
H 3.6710 4.4710 2.3577
H -3.6424 -4.7963 2.4067
H -3.5816 1.3757 4.4695
O 1.0400 -2.2598 -2.1243
O 3.2913 4.6426 3.2190
H 4.4432 0.7719 -0.0102
H -3.8621 2.5152 -4.4303
H -4.9542 4.0952 2.5104
H -1.0400 -5.1708 1.5778
H 2.2293 2.9039 -1.2866
H -0.1453 -6.3141 -1.8233
H 3.9247 -0.3982 4.6527
H 3.1286 -0.3099 -3.7835
O -3.8428 2.4427 -3.4531
O 1.6724 -3.9545 2.2629
O -3.5410 3.9321 -1.0270
O -2.1396 1.7130 -0.9843
H 2.1020 4.6153 4.7083
H -2.2217 -3.9988 2.2122
O 0.7388 2.5704 -5.0380
H -1.4319 -3.5722 -1.7236
O -2.7393 -4.7430 2.3662
H 1.2848 -2.6308 4.0254
H 2.9794 3.7495 3.4734
O 2.5544 -5.8777 -0.7278
O 3.7421 4.0538 0.5799
O 3.0677 -0.3927 4.1474
H -2.1033 3.5106 2.9519
O -3.6292 -0.7672 0.9935
H 3.3832 -1.0910 -0.4513
H 2.6599 -2.9920 -5.1462
H 1.2952 2.4584 2.5996
H -1.2349 -2.5027 -5.2907
H -0.3779 -2.3235 4.6427
H -3.3026 4.5548 -1.6862
O 2.4550 -1.4577 1.8726
O -2.1601 -2.6730 -5.0590
H -2.9922 2.3006 3.5707
H 3.6250 0.3286 -5.0527
H -1.0748 1.0121 -2.3414
H -3.0441 -1.0444 0.3012
H -0.7706 3.9315 0.8527
H -0.7504 -1.2646 -2.0117
O -4.0404 4.0549 2.2080
H -0.3885 -0.7331 4.4887
H 0.4310 5.2363 -4.0811
H -0.0269 -0.7026 0.6303
O 5.1128 0.2093 0.5822
H -5.5491 -2.3345 -3.5273
H -2.0003 -3.2162 -4.2577
O -0.8245 1.2780 -3.2735
H -2.9269 2.2481 -3.1591
*
```

---

No. 3
Entry from OMol25: an isolated ion of composition C3H7NO2P and charge -1 in a non-equilibrium geometry (the ωB97M-V functional and the def2-TZVPD basis).

- orbital gap (eV) = 8.44
- relative energy (zero: lowest compared OMol25 entry of this formula, charge and spin) (kJ/mol) = 155.1
- SMILES = C=C[P@@](=O)([O-])NC
- HOMO (eV) = -4.28
- E (hartree) = -665.16277

ORCA input file:
```
! RIJCOSX wB97M-V def2-TZVPD def2/J DEFGRID3
* xyz -1 1
H -0.7117 2.0488 -1.0364
C -0.2821 2.2702 -0.1251
H 0.1328 1.2960 1.7186
C 1.1020 -1.6232 0.1449
H 0.5677 -0.8283 -1.7163
O -2.1714 0.0503 -0.9767
H 0.1127 3.3145 -0.1661
C -0.2209 1.2857 0.7658
N 0.3948 -0.7260 -0.7313
H 2.0122 -1.9346 -0.2809
H 0.5878 -2.6032 0.2813
H 1.0604 -0.9999 0.9874
O -1.4706 -1.2637 1.1206
P -1.1138 -0.2866 0.0142
*
```

---

No. 4
Entry from OMol25: a 14-piece molecular cluster, C6H40N2O13 overall in a non-equilibrium geometry (the ωB97M-V functional and the def2-TZVPD basis).

- orbital gap (alpha / beta) (eV) = 9.57 / 6.06
- relative energy (zero: lowest compared OMol25 entry of this formula, charge and spin) (kJ/mol) = 545.7
- HOMO (alpha / beta) (eV) = -12.68 / -12.69
- E (hartree) = -1339.74334
- ⟨S²⟩ = 0.755

ORCA input file:
```
! RIJCOSX wB97M-V def2-TZVPD def2/J DEFGRID3
* xyz 1 2
O 3.1616 -2.3022 -0.2406
H 1.4932 2.0672 0.7523
H 2.9453 1.4950 0.0602
H -1.3774 2.6470 0.5014
H -0.9813 -4.3561 -0.5121
H -3.2914 2.9802 -1.9918
C -4.9267 0.4775 0.8700
H 3.6580 -2.0001 3.8788
C -1.3094 -1.0002 -2.4485
C -3.0091 1.7449 0.2631
H -1.8577 -2.0682 -2.5488
H 1.0346 4.0469 1.7132
O 0.8147 3.1513 1.8154
H 2.2315 -2.2184 -0.0310
O 2.8494 0.9021 -2.3634
H 0.6137 -1.4033 -1.8977
H -2.2357 -1.2432 0.1001
O -4.1071 2.3464 -1.9558
H 2.1706 0.1894 1.4834
H 4.4537 -0.3528 2.0264
C -2.5494 -0.2434 -1.9582
H 3.6209 -1.6788 0.4013
H 0.8354 2.9271 2.6278
O 3.0835 -1.3377 -3.9022
H 4.2790 1.0436 2.5839
H -1.2559 -0.7858 -3.5321
H -5.3203 -0.7317 0.9793
H 3.4314 -0.4535 3.4827
O 1.7888 -0.5974 2.0452
H 3.8924 -1.8940 -3.7432
H -1.2413 -2.9690 0.1210
O 4.3419 0.5119 1.7983
H -3.4341 -0.5091 -2.6723
C -3.5634 0.5171 0.2759
O 1.9951 1.3720 0.1351
O 4.0770 -1.1597 3.9027
H -0.9562 1.5927 -0.5746
H 2.3243 1.4213 -1.7115
H 2.8036 0.0629 -1.9549
H 0.6347 2.5830 -3.9605
H 0.5270 1.2631 -3.5879
H 3.4446 -0.4706 -4.2179
H -2.4942 0.8426 -2.0802
H -5.5204 0.8326 0.1118
O 1.9836 -3.5433 2.9271
H 0.8616 -0.6057 2.2992
O -2.7756 1.1831 3.8056
H 1.3399 -3.2161 2.3338
O -1.2030 -3.9625 0.3660
N -1.6973 1.9897 -0.1672
H -3.9594 1.7827 -2.7705
H -3.0116 0.9808 4.6338
N -0.2452 -0.9793 -1.4900
H -3.6791 -1.5585 -0.7671
H -3.4444 1.0582 3.2246
H 2.4815 -4.2847 2.5708
C -3.0407 -0.6812 -0.5436
H -0.1663 0.0536 -1.0582
O -0.0239 1.8353 -4.0388
H -3.6888 2.6335 0.5847
H -5.0607 1.1405 1.6336
*
```